Record 1
This record from the OMol25 dataset describes a 2-piece molecular cluster, C3H9BO2S overall. The level of theory is ωB97M-V with the def2-TZVPD basis set.

Relative energy (zero: lowest compared OMol25 entry of this formula, charge and spin) = 143.2 kcal/mol
Calculated total energy = -18859.4320 eV

Last column: Löwdin charge in e.
Positions of all 16 atoms, in Å:
1 S 2.712 -0.395 0.318  0.880
2 O 0.752 1.687 -0.511  -0.042
3 O -1.025 0.048 0.699  -0.117
4 C -0.320 2.455 -0.783  -0.110
5 C 1.861 -1.723 -0.709  -0.337
6 C -2.105 -0.765 1.200  -0.128
7 B 1.697 0.997 -0.151  -0.520
8 H -0.202 3.161 -1.602  0.027
9 H -2.819 -1.095 0.456  0.071
10 H 0.856 -1.636 -0.587  -0.022
11 H 2.282 -1.638 -1.835  0.102
12 H -2.572 -0.386 2.099  0.068
13 H -0.293 3.043 0.129  0.046
14 H -1.641 -1.769 1.498  0.095
15 H -1.446 0.718 0.287  -0.037
16 H 2.264 -2.701 -0.508  0.025

=====

Record 2
This record from the OMol25 dataset describes an isolated molecule of C5H8N2O3. The level of theory is ωB97M-V with the def2-TZVPD basis set.

Relative energy (zero: lowest compared OMol25 entry of this formula, charge and spin) = 50.0 kcal/mol
SMILES string = O=NN1CCC[C@@H]1C(=O)O
Calculated total energy = -14435.5763 eV

Last column: Löwdin charge in e.
Positions of all 18 atoms, in Å:
1 O 0.899 2.195 1.448  0.103
2 O -1.038 2.581 0.401  0.129
3 O 2.796 -1.106 0.665  -0.035
4 N 1.874 -0.414 1.089  -0.079
5 N 0.754 -0.440 0.404  -0.107
6 C -0.444 0.270 0.824  -0.182
7 C -0.670 -0.516 -1.439  -0.169
8 C -1.484 -0.172 -0.217  -0.130
9 C 0.638 -1.121 -0.936  -0.078
10 C -0.256 1.790 0.855  -0.452
11 H -2.273 0.555 -0.389  0.123
12 H 1.526 -0.733 -1.462  0.128
13 H -1.237 -1.190 -2.078  0.114
14 H -0.697 -0.206 1.795  0.170
15 H -1.898 -1.109 0.190  0.125
16 H 0.576 -2.207 -0.772  0.132
17 H 1.473 1.416 1.636  0.084
18 H -0.539 0.409 -2.013  0.124

=====

Record 3
This record from the OMol25 dataset describes a 2-piece molecular cluster, C4H8NO2 overall. The level of theory is ωB97M-V with the def2-TZVPD basis set.

Relative energy (zero: lowest compared OMol25 entry of this formula, charge and spin) = 114.6 kcal/mol
Total charge = +1
Calculated total energy = -9851.3598 eV

Last column: Löwdin charge in e.
Positions of all 15 atoms, in Å:
1 O 1.798 1.046 -0.880  0.188
2 O 3.203 -0.027 0.754  0.270
3 N -0.355 -0.357 0.298  -0.106
4 C 1.355 -0.345 -0.917  0.218
5 C 2.446 0.157 -0.098  -0.435
6 C -0.483 0.902 1.024  -0.030
7 C -1.552 -0.694 -0.564  0.002
8 H -2.248 0.051 -0.394  0.071
9 H -1.364 -0.515 -1.581  0.069
10 H 0.232 1.050 1.915  0.151
11 H -0.419 1.674 0.317  0.087
12 H -1.822 -1.787 -0.428  0.142
13 H -0.031 -1.149 0.824  0.143
14 H -1.465 0.808 1.390  0.086
15 H 0.705 -0.815 -1.662  0.144

=====

Record 4
This record from the OMol25 dataset describes a 2-piece molecular cluster, C3H8O4 overall. The level of theory is ωB97M-V with the def2-TZVPD basis set.

Relative energy (zero: lowest compared OMol25 entry of this formula, charge and spin) = 109.1 kcal/mol
Calculated total energy = -11426.5379 eV

Last column: Löwdin charge in e.
Positions of all 15 atoms, in Å:
1 O -0.680 2.506 0.916  0.021
2 O -1.191 -1.625 0.561  0.002
3 O -1.684 0.614 0.113  0.020
4 O 1.584 -1.255 0.045  -0.128
5 C -0.933 1.160 1.020  -0.248
6 C 1.698 -0.314 -1.002  -0.139
7 C -1.776 -0.658 -0.213  -0.264
8 H -1.365 2.899 0.361  0.103
9 H 0.770 -0.367 -1.575  0.081
10 H -0.220 -1.553 0.502  0.055
11 H 2.385 -1.242 0.569  0.092
12 H 2.539 -0.557 -1.662  0.084
13 H -0.226 0.617 1.621  0.124
14 H -2.728 -0.928 -0.642  0.113
15 H 1.827 0.702 -0.613  0.085

=====

Record 5
This record from the OMol25 dataset describes a 2-piece molecular cluster, C5H12O overall. The level of theory is ωB97M-V with the def2-TZVPD basis set.

Relative energy (zero: lowest compared OMol25 entry of this formula, charge and spin) = 26.5 kcal/mol
SMILES string = CC=C(C)C.O
Calculated total energy = -7426.1618 eV

Last column: Löwdin charge in e.
Positions of all 18 atoms, in Å:
1 O 0.179 3.038 -1.751  -0.056
2 C -0.786 -1.125 -0.148  -0.118
3 C 0.370 -0.499 0.237  -0.381
4 C 0.590 0.282 1.493  -0.072
5 C 1.561 -0.639 -0.649  -0.103
6 C -2.110 -0.973 0.575  -0.099
7 H 1.993 0.317 -1.000  0.079
8 H 0.425 2.564 -0.951  0.009
9 H 2.437 -1.171 -0.277  0.076
10 H -2.839 -0.978 -0.225  0.063
11 H 0.172 2.394 -2.464  0.033
12 H -0.093 -0.062 2.291  0.076
13 H -2.179 -0.078 1.178  0.062
14 H 1.664 0.358 1.742  0.077
15 H 0.308 1.432 1.276  0.120
16 H -2.350 -1.847 1.197  0.077
17 H -0.744 -1.831 -0.957  0.093
18 H 1.401 -1.183 -1.567  0.064

=====

Repeat the first record exactly.
This record from the OMol25 dataset describes a 2-piece molecular cluster, C3H9BO2S overall. The level of theory is ωB97M-V with the def2-TZVPD basis set.

Relative energy (zero: lowest compared OMol25 entry of this formula, charge and spin) = 143.2 kcal/mol
Calculated total energy = -18859.4320 eV

Last column: Löwdin charge in e.
Positions of all 16 atoms, in Å:
1 S 2.712 -0.395 0.318  0.880
2 O 0.752 1.687 -0.511  -0.042
3 O -1.025 0.048 0.699  -0.117
4 C -0.320 2.455 -0.783  -0.110
5 C 1.861 -1.723 -0.709  -0.337
6 C -2.105 -0.765 1.200  -0.128
7 B 1.697 0.997 -0.151  -0.520
8 H -0.202 3.161 -1.602  0.027
9 H -2.819 -1.095 0.456  0.071
10 H 0.856 -1.636 -0.587  -0.022
11 H 2.282 -1.638 -1.835  0.102
12 H -2.572 -0.386 2.099  0.068
13 H -0.293 3.043 0.129  0.046
14 H -1.641 -1.769 1.498  0.095
15 H -1.446 0.718 0.287  -0.037
16 H 2.264 -2.701 -0.508  0.025

=====

Question: What is the relative energy (zero: lowest compared OMol25 entry of this formula, charge and spin) in the third record?
Answer: 114.6 kcal/mol